<1>
{"formula": "C32H25ClCoF15GeN2O2S", "method": "ωB97M-V/def2-TZVPD", "species": ["Co", "C", "C", "C", "C", "C", "C", "C", "C", "C", "C", "H", "H", "H", "H", "H", "H", "H", "H", "H", "H", "H", "H", "H", "H", "H", "N", "C", "C", "N", "H", "H", "H", "H", "H", "H", "H", "H", "F", "C", "C", "C", "F", "C", "F", "C", "F", "C", "F", "Ge", "S", "C", "C", "F", "C", "F", "C", "F", "C", "F", "C", "F", "C", "C", "F", "C", "F", "C", "F", "C", "F", "C", "F", "Cl", "C", "C", "O", "O", "H", "H"], "coordinates": [[-0.781, -0.814, 0.338], [-0.922, -2.437, 1.750], [-0.065, -2.983, 0.754], [1.146, -2.269, 0.810], [1.115, -1.410, 1.956], [-0.150, -1.508, 2.538], [-0.686, -0.745, 3.711], [2.260, -0.549, 2.388], [2.342, -2.510, -0.059], [-0.384, -4.084, -0.206], [-2.288, -2.933, 2.120], [-1.713, -0.419, 3.524], [-0.084, 0.138, 3.934], [-0.705, -1.352, 4.622], [1.974, 0.134, 3.192], [2.660, 0.044, 1.559], [3.090, -1.150, 2.773], [2.080, -2.480, -1.118], [2.790, -3.490, 0.141], [3.103, -1.748, 0.096], [-1.457, -4.245, -0.284], [0.082, -5.024, 0.108], [-0.020, -3.852, -1.209], [-2.947, -2.110, 2.398], [-2.252, -3.637, 2.958], [-2.761, -3.447, 1.283], [-0.235, 1.231, 1.214], [-0.257, 2.252, 0.157], [-1.046, 1.708, -1.025], [-0.553, 0.357, -1.321], [-0.873, 1.429, 1.974], [0.694, 1.139, 1.602], [0.768, 2.434, -0.165], [-0.681, 3.202, 0.492], [-0.957, 2.383, -1.882], [-2.100, 1.615, -0.758], [0.406, 0.397, -1.676], [-1.134, -0.102, -2.015], [5.684, 3.378, -4.485], [5.463, 4.059, -3.348], [4.671, 3.487, -2.368], [4.476, 4.238, -1.220], [3.721, 3.779, -0.222], [5.047, 5.491, -1.053], [4.837, 6.189, 0.068], [5.836, 6.024, -2.056], [6.388, 7.230, -1.906], [6.048, 5.302, -3.219], [6.811, 5.813, -4.192], [3.829, 1.705, -2.715], [2.685, 0.832, -1.181], [2.751, 2.175, -4.353], [3.078, 1.851, -5.659], [4.208, 1.184, -5.932], [2.276, 2.183, -6.738], [2.628, 1.840, -7.982], [1.099, 2.878, -6.524], [0.316, 3.206, -7.553], [0.747, 3.238, -5.234], [-0.381, 3.926, -5.019], [1.576, 2.888, -4.184], [1.218, 3.290, -2.955], [5.278, 0.482, -3.312], [4.897, -0.694, -3.938], [3.603, -0.878, -4.235], [5.796, -1.680, -4.292], [5.391, -2.795, -4.909], [7.140, -1.500, -4.006], [8.029, -2.439, -4.337], [7.557, -0.344, -3.372], [8.854, -0.172, -3.090], [6.622, 0.619, -3.035], [7.069, 1.722, -2.409], [-5.462, -2.305, 0.158], [-4.565, -1.358, -1.055], [-3.077, -1.320, -0.693], [-2.282, -2.034, -1.319], [-2.738, -0.512, 0.238], [-4.984, -0.356, -1.052], [-4.707, -1.843, -2.015]], "mulliken_spin": [1.052, -0.027, -0.036, 0.049, -0.095, 0.019, -0.010, 0.005, 0.002, 0.012, 0.010, 0.001, 0.000, 0.002, 0.000, -0.003, -0.003, 0.001, -0.001, 0.002, 0.001, -0.003, -0.001, -0.001, -0.002, -0.001, 0.058, -0.004, 0.001, -0.013, -0.005, -0.014, 0.003, 0.000, 0.000, 0.001, 0.001, 0.000, 0.000, 0.000, 0.000, 0.000, 0.000, 0.000, 0.000, 0.000, 0.000, 0.000, 0.000, -0.001, 0.003, 0.000, 0.000, 0.000, 0.000, 0.000, 0.000, 0.000, 0.000, 0.000, -0.001, 0.000, 0.000, 0.000, 0.000, 0.000, 0.000, 0.000, 0.000, 0.000, 0.000, 0.000, 0.000, 0.000, -0.004, -0.011, 0.011, 0.002, 0.000, 0.001], "homo_ev": [-4.35, -4.36], "homo_lumo_gap_ev": [6.4670, 6.4723], "spin_multiplicity": 2, "s_squared": 1.16, "total_charge": -1, "molar_mass_g_mol": 953.6, "e_lumo_ha": [0.0777, 0.0777]}

=====

<2>
{"formula": "C32H25ClCoF15GeN2O2S", "method": "ωB97M-V/def2-TZVPD", "species": ["Co", "C", "C", "C", "C", "C", "C", "C", "C", "C", "C", "H", "H", "H", "H", "H", "H", "H", "H", "H", "H", "H", "H", "H", "H", "H", "N", "C", "C", "N", "H", "H", "H", "H", "H", "H", "H", "H", "F", "C", "C", "C", "F", "C", "F", "C", "F", "C", "F", "Ge", "S", "C", "C", "F", "C", "F", "C", "F", "C", "F", "C", "F", "C", "C", "F", "C", "F", "C", "F", "C", "F", "C", "F", "Cl", "C", "C", "O", "O", "H", "H"], "coordinates": [[-0.403, -0.176, -0.175], [0.547, 1.977, 1.077], [2.156, 1.658, -0.058], [2.997, 0.883, 0.630], [2.024, 0.188, 1.598], [0.603, 0.635, 1.751], [-0.174, 0.378, 3.015], [2.570, -0.882, 2.499], [4.449, 0.585, 0.462], [1.265, 2.628, -1.811], [0.694, 3.094, 2.150], [0.404, 0.680, 3.895], [-0.428, -0.679, 3.115], [-1.101, 0.949, 2.985], [3.085, -0.409, 3.341], [3.291, -1.505, 1.963], [1.769, -1.514, 2.884], [4.856, 1.233, -0.312], [4.596, -0.454, 0.155], [4.993, 0.758, 1.394], [2.263, 2.495, -2.234], [1.165, 3.372, 0.092], [0.692, 3.053, -2.641], [1.483, 2.817, 2.854], [-0.219, 3.391, 2.662], [1.056, 3.911, 1.524], [-0.769, 0.022, -2.267], [-2.162, -0.362, -2.519], [-2.457, -1.657, -1.803], [-2.128, -1.492, -0.380], [-0.596, 0.969, -2.598], [-0.123, -0.599, -2.746], [-2.373, -0.463, -3.589], [-2.791, 0.425, -2.096], [-1.822, -2.449, -2.203], [-3.504, -1.937, -1.956], [-2.070, -2.395, 0.068], [-2.841, -0.940, 0.092], [1.419, -7.019, 0.107], [0.358, -6.515, 0.757], [0.160, -5.145, 0.803], [-0.918, -4.708, 1.547], [-1.132, -3.389, 1.678], [-1.792, -5.572, 2.181], [-2.839, -5.108, 2.869], [-1.575, -6.934, 2.097], [-2.403, -7.785, 2.702], [-0.484, -7.410, 1.391], [-0.256, -8.725, 1.332], [1.420, -3.908, -0.163], [1.129, -1.901, -0.768], [3.099, -4.150, 0.896], [3.172, -4.632, 2.191], [2.064, -5.045, 2.827], [4.366, -4.709, 2.888], [4.402, -5.203, 4.130], [5.531, -4.268, 2.292], [6.688, -4.347, 2.947], [5.490, -3.733, 1.016], [6.614, -3.282, 0.452], [4.282, -3.674, 0.350], [4.257, -3.127, -0.870], [1.605, -5.017, -1.824], [2.735, -5.623, -2.341], [3.876, -5.635, -1.641], [2.728, -6.284, -3.558], [3.838, -6.868, -4.023], [1.561, -6.359, -4.294], [1.544, -7.004, -5.460], [0.404, -5.784, -3.800], [-0.735, -5.874, -4.494], [0.451, -5.135, -2.582], [-0.693, -4.619, -2.095], [0.841, 2.263, -0.347], [-0.599, 2.728, -0.555], [-1.741, 2.494, 0.402], [-2.368, 3.386, 0.937], [-2.022, 1.165, 0.455], [0.424, 1.112, -0.594], [-1.082, 3.180, -1.432]], "mulliken_spin": [0.944, 0.035, 0.021, -0.001, 0.017, -0.020, 0.003, -0.011, 0.006, 0.026, 0.002, -0.002, 0.001, 0.001, 0.003, 0.002, 0.001, 0.000, -0.001, -0.001, -0.003, -0.004, 0.005, 0.000, 0.001, -0.002, 0.048, 0.002, -0.002, 0.037, -0.001, -0.002, 0.001, 0.001, 0.000, 0.001, -0.006, 0.001, 0.000, 0.000, 0.000, -0.001, 0.002, 0.000, 0.000, 0.000, 0.000, 0.000, 0.000, 0.000, -0.016, -0.001, 0.002, 0.000, 0.000, 0.000, 0.000, 0.000, 0.000, 0.000, -0.001, 0.000, -0.002, 0.001, 0.000, 0.000, 0.000, 0.000, 0.000, 0.000, 0.000, 0.000, 0.000, 0.027, -0.021, 0.007, 0.000, -0.026, -0.070, -0.002], "homo_ev": [-3.42, -3.43], "homo_lumo_gap_ev": [5.2291, 5.2474], "spin_multiplicity": 2, "s_squared": 0.78, "total_charge": -1, "molar_mass_g_mol": 953.6, "e_lumo_ha": [0.0665, 0.0668]}

=====

Stability ranking, top entry: <1>; the second entry is 2664.5 kJ/mol less favorable.

=====

<1>
{"formula": "C3H10NOPS", "method": "ωB97M-V/def2-TZVPD", "species": ["C", "C", "C", "N", "O", "P", "S", "H", "H", "H", "H", "H", "H", "H", "H", "H", "H"], "coordinates": [[1.885, -1.724, 1.126], [-2.089, -0.994, -0.026], [0.000, 3.197, -1.351], [0.746, -1.683, 0.222], [-0.438, -0.214, 2.003], [-0.393, -0.574, 0.596], [0.882, 1.640, -1.632], [1.420, -1.358, 2.092], [2.337, -2.706, 1.030], [2.790, -1.000, 0.857], [-2.461, -2.012, 0.355], [-2.699, -0.247, 0.447], [-2.380, -0.996, -1.149], [-0.403, 3.220, -0.355], [-0.833, 3.293, -1.979], [0.828, 3.994, -1.396], [0.806, -1.837, -0.841]], "mulliken_charge": [-0.653, -0.822, -0.750, -0.250, -0.628, 0.571, -0.232, 0.266, 0.269, 0.229, 0.302, 0.281, 0.313, 0.255, 0.288, 0.258, 0.302], "homo_ev": [-8.42, -7.57], "homo_lumo_gap_ev": [7.7893, 6.2413], "molar_mass_g_mol": 139.2, "e_lumo_ha": [-0.0232, -0.0490]}

=====

<2>
{"formula": "C3H10NOPS", "method": "ωB97M-V/def2-TZVPD", "species": ["C", "C", "C", "N", "O", "P", "S", "H", "H", "H", "H", "H", "H", "H", "H", "H", "H"], "coordinates": [[0.996, -2.527, 0.115], [0.147, 2.751, 0.021], [0.107, -1.854, -0.867], [0.300, 1.362, -0.391], [-2.127, 0.670, -0.264], [-0.709, 0.250, 0.379], [-0.817, 0.288, 2.338], [1.244, -3.535, -0.229], [1.926, -1.977, 0.251], [0.506, -2.624, 1.083], [-0.889, 3.040, -0.156], [0.384, 2.913, 1.079], [0.796, 3.376, -0.593], [-0.848, -2.321, -1.047], [0.562, -1.410, -1.738], [1.263, 1.047, -0.346], [-2.839, 0.550, 0.366]], "mulliken_charge": [-0.771, -0.893, -0.704, -0.340, -0.491, 0.446, -0.403, 0.337, 0.255, 0.271, 0.291, 0.339, 0.326, 0.351, 0.346, 0.311, 0.328], "homo_ev": -8.35, "homo_lumo_gap_ev": 8.4794, "molar_mass_g_mol": 139.2, "e_lumo_ha": 0.0047}

=====

Stability ranking, top entry: <2>; the second entry is 191.0 kJ/mol less favorable.

=====

<1>
{"formula": "C4H11N3", "method": "ωB97M-V/def2-TZVPD", "species": ["C", "C", "C", "N", "N", "C", "N", "H", "H", "H", "H", "H", "H", "H", "H", "H", "H", "H"], "coordinates": [[-1.499, 0.528, 0.171], [-1.242, -1.890, 0.410], [2.046, 0.454, -0.791], [-0.396, 0.723, -0.767], [-1.257, -0.586, 1.032], [0.798, 0.838, -0.006], [0.782, 1.891, 0.789], [-0.346, -0.013, -1.460], [0.037, -0.263, 1.116], [1.685, 2.044, 1.234], [-2.479, 0.487, -0.319], [-1.405, 1.433, 0.809], [-0.408, -2.034, -0.292], [-1.196, -2.647, 1.197], [-2.187, -2.053, -0.121], [2.029, 0.914, -1.780], [2.086, -0.625, -0.926], [2.952, 0.798, -0.297]], "mulliken_charge": [-0.614, -0.696, -1.266, -0.348, -0.447, 0.543, -0.628, 0.295, 0.353, 0.215, 0.379, 0.422, 0.211, 0.270, 0.309, 0.309, 0.277, 0.415], "homo_ev": -8.88, "homo_lumo_gap_ev": 9.2229, "molar_mass_g_mol": 101.2, "e_lumo_ha": 0.0125}

=====

<2>
{"formula": "C4H11N3", "method": "ωB97M-V/def2-TZVPD", "species": ["C", "N", "N", "N", "C", "C", "C", "H", "H", "H", "H", "H", "H", "H", "H", "H", "H", "H"], "coordinates": [[2.475, 0.100, -1.154], [1.440, -0.416, -0.594], [0.156, -0.086, -0.778], [-0.236, 0.674, -1.896], [-0.667, 0.236, 0.515], [0.287, 0.023, 1.686], [-1.897, -0.854, 0.648], [3.372, -0.322, -0.664], [2.510, 0.843, -1.960], [-0.320, 1.634, -1.746], [-1.050, 0.139, -2.271], [-1.002, 1.248, 0.354], [1.362, 0.147, 1.280], [0.151, 0.727, 2.493], [-0.031, -0.954, 2.259], [-1.553, -1.819, 0.987], [-2.283, -0.870, -0.436], [-2.713, -0.451, 1.278]], "mulliken_charge": [-0.299, -0.701, 0.449, -0.655, 0.132, -0.907, -1.193, 0.263, 0.302, 0.228, 0.253, 0.337, 0.257, 0.335, 0.229, 0.383, 0.269, 0.318], "homo_ev": -8.23, "homo_lumo_gap_ev": 9.3042, "smiles": "C=NN(N)C(C)C", "molar_mass_g_mol": 101.2, "e_lumo_ha": 0.0395}

=====

Stability ranking, top entry: <1>; the second entry is 94.9 kJ/mol less favorable.

=====

<1>
{"formula": "C4H11N3", "method": "ωB97M-V/def2-TZVPD", "species": ["C", "N", "N", "C", "C", "C", "N", "H", "H", "H", "H", "H", "H", "H", "H", "H", "H", "H"], "coordinates": [[-2.279, 0.656, 0.199], [-1.864, -0.684, 0.483], [-0.477, -0.675, 1.195], [0.589, -0.342, 0.351], [1.238, -1.414, -0.498], [0.849, 0.971, 0.170], [1.794, 1.485, -0.710], [-2.561, 1.138, 1.137], [-3.112, 0.648, -0.506], [-1.425, 1.271, -0.212], [-1.739, -1.185, -0.408], [-0.377, -1.620, 1.561], [0.801, -2.387, -0.287], [2.309, -1.472, -0.295], [1.107, -1.214, -1.562], [0.449, 1.686, 0.873], [2.440, 0.813, -1.093], [2.259, 2.324, -0.399]], "mulliken_charge": [-0.661, -0.360, -0.392, 0.427, -1.577, -0.417, -0.491, 0.235, 0.341, 0.216, 0.266, 0.373, 0.385, 0.392, 0.335, 0.474, 0.218, 0.236], "homo_ev": -7.70, "homo_lumo_gap_ev": 8.6599, "smiles": "CNN/C(C)=C/N", "molar_mass_g_mol": 101.2, "e_lumo_ha": 0.0352}

=====

<2>
{"formula": "C4H11N3", "method": "ωB97M-V/def2-TZVPD", "species": ["C", "C", "N", "N", "N", "C", "C", "H", "H", "H", "H", "H", "H", "H", "H", "H", "H", "H"], "coordinates": [[2.359, 0.348, 1.103], [0.999, -0.100, 0.690], [0.598, -1.260, 1.332], [0.271, 0.641, -0.040], [-1.036, 0.134, -0.359], [-0.946, -0.758, -1.505], [-1.884, 1.278, -0.652], [2.573, 1.322, 0.678], [3.100, -0.396, 0.809], [2.267, 0.308, 2.231], [-0.386, -1.474, 1.263], [1.187, -1.765, 1.973], [-1.944, -1.129, -1.743], [-0.532, -0.251, -2.390], [-0.307, -1.601, -1.244], [-2.872, 0.921, -0.933], [-1.481, 1.899, -1.461], [-1.967, 1.883, 0.248]], "mulliken_charge": [-1.100, 0.656, -0.408, -0.577, -0.011, -0.931, -0.856, 0.328, 0.291, 0.282, 0.248, 0.203, 0.345, 0.321, 0.284, 0.306, 0.329, 0.290], "homo_ev": -7.92, "homo_lumo_gap_ev": 8.9588, "smiles": "C/C(N)=N/N(C)C", "molar_mass_g_mol": 101.2, "e_lumo_ha": 0.0383}

=====

Stability ranking, top entry: <2>; the second entry is 91.2 kJ/mol less favorable.